This record from the Open Molecules 2025 dataset describes a cluster of 8 separate species, C32H74BrN5O13P in total at a distorted geometry. The level of theory is ωB97M-V with the def2-TZVPD basis set.

Results
orbital gap: 6.7 eV
HOMO energy: -0.3548 hartree
lowest unoccupied orbital energy: -2.93 eV

```
! wB97M-V def2-TZVPD RIJCOSX def2/J DEFGRID3
* xyz 1 1
C 0.36915 3.92315 1.13198
C -1.26401 4.08018 1.45515
O -2.11634 3.78722 0.29088
P -2.63014 2.12421 0.24483
O -1.80345 1.20224 1.27223
C -2.72369 1.37219 -1.52808
C -1.83980 2.17706 -2.64874
C -0.79385 1.26483 -3.51194
O -0.38286 1.99888 -4.72583
C 0.19112 3.31442 -4.41539
Br 1.20348 3.87299 -6.09658
C 1.29866 3.33698 -3.20977
O 2.70036 3.41935 -3.74072
N 1.12785 2.26222 -2.15466
C 0.63246 0.92151 -2.70856
C 1.62146 0.28071 -3.86055
C 2.86188 -0.61973 -3.29201
C 4.03108 0.20973 -2.49759
C 5.53710 -0.43060 -2.60721
N 5.52495 -1.93325 -2.40141
C 6.73772 -2.34710 -1.59004
N 6.54966 -3.35361 -0.64943
N 8.11721 -1.69924 -1.83202
C 0.39321 -0.17514 -1.49390
C -0.30827 -1.57637 -1.97293
C 0.41976 -2.94337 -1.43192
N 0.74149 -2.96252 0.04389
C 2.14901 -3.42447 0.34230
C 2.01271 -5.03134 0.78629
C 0.84892 -5.33220 1.94898
C 0.55399 -6.86191 2.46059
C 1.40722 -8.13919 1.80691
C 2.55707 -7.78584 0.69031
C 2.89335 -6.25211 0.13529
O 3.91182 -5.99484 -0.89432
O -4.28886 2.11554 0.88133
C -4.25159 1.76560 2.33642
C -5.71891 2.18488 3.01454
H 0.67013 2.82164 0.85976
H 0.72774 4.70524 0.30480
H 1.00957 4.20088 2.09858
H -1.40570 5.24294 1.68341
H -1.56217 3.52446 2.44080
H -2.49866 0.22781 -1.43882
H -3.87351 1.45202 -1.83941
H -2.62625 2.61320 -3.43455
H -1.37705 3.11383 -2.11872
H -1.36055 0.28727 -3.84411
H -0.63467 4.15328 -4.26080
H 1.14372 4.37472 -2.63975
H 3.22282 3.77083 -2.95584
H 2.10319 2.08020 -1.76842
H 0.57091 2.58143 -1.30519
H 0.93356 -0.45971 -4.49623
H 2.04748 1.05443 -4.62706
H 3.39199 -1.09806 -4.24918
H 2.55978 -1.52603 -2.61437
H 3.99761 1.37277 -2.76505
H 3.73835 0.16646 -1.34105
H 6.17930 0.09057 -1.74609
H 6.03031 -0.08069 -3.61713
H 5.50646 -2.36377 -3.35174
H 7.50262 -3.47363 -0.21503
H 8.19003 -0.87660 -1.17577
H 8.86780 -2.37558 -1.57118
H 1.39783 -0.46863 -0.92518
H -0.30668 0.28758 -0.65965
H -1.45542 -1.67184 -1.65589
H -0.32631 -1.65869 -3.16371
H 1.37102 -3.26985 -2.07500
H -0.36744 -3.82391 -1.60825
H 0.48150 -2.08163 0.53709
H 2.91332 -3.30419 -0.53509
H 2.57668 -2.76449 1.24019
H 0.23189 -4.43692 2.39075
H -0.28185 -7.02775 3.26753
H 1.19646 -9.25983 2.13106
H 3.18549 -8.66381 0.21252
H 4.79158 -6.02219 -0.38733
H -4.09091 0.60929 2.48285
H -3.44764 2.36652 2.93802
H -6.57978 1.67727 2.40368
H -5.76995 3.35432 3.05935
H -5.67431 1.77352 4.13180
C -9.17178 4.02642 3.06268
O -8.85893 2.68331 3.38268
H -8.25221 4.61629 3.06769
H -9.62413 4.06931 2.06886
H -9.86360 4.42772 3.80724
H -9.69358 2.18467 3.37044
C -2.72159 1.98258 6.15463
O -3.12569 1.18605 5.05624
H -3.35831 2.86900 6.20398
H -2.82604 1.40972 7.07932
H -1.68188 2.29050 6.01965
H -2.54336 0.40759 5.03809
C -0.50332 -9.14871 -1.89364
O 0.08636 -9.78552 -0.77518
H -1.13082 -9.86959 -2.42294
H -1.11949 -8.31223 -1.55489
H 0.28061 -8.78939 -2.56475
H 0.63670 -9.12184 -0.32563
C -6.18496 4.64756 -1.60057
O -4.84501 4.56028 -1.15208
H -6.32141 5.59324 -2.13034
H -6.39769 3.81815 -2.27950
H -6.86045 4.61241 -0.74237
H -4.75418 3.71162 -0.68630
C -4.80995 3.92065 9.03277
O -3.57775 3.23902 8.88688
H -5.35545 3.87480 8.08731
H -5.40209 3.44123 9.81614
H -4.62111 4.96531 9.29171
H -3.11646 3.29642 9.74090
C 2.80686 -0.65720 3.89258
O 1.61606 -0.83895 3.14880
H 3.27359 -1.63080 4.05946
H 3.49343 -0.01770 3.33241
H 2.56955 -0.19938 4.85596
H 1.22464 0.04120 3.01631
C 6.94159 1.22087 -6.13039
O 5.93289 0.23833 -5.98422
H 7.91848 0.74911 -6.00115
H 6.88111 1.66076 -7.12887
H 6.81000 1.99531 -5.37080
H 5.07816 0.68611 -6.10407
*
```